Density functional theory data (ωB97M-V/def2-TZVPD) for 18 unconnected molecules or ions with the total composition C81H208N10O28 in a non-equilibrium geometry.

XYZ file:
```
327
Properties=species:S:1:pos:R:3:forces:R:3
O 5.2258 -0.2710 3.4665 -0.33 -0.06 -0.38
O -1.6672 -8.9061 -4.6919 -0.68 0.60 -0.87
O -7.6671 1.0087 -2.6516 0.47 0.76 0.83
O -7.2167 -3.7314 4.6936 -0.26 -0.30 -0.32
O -1.5631 3.1468 -7.9010 0.52 -0.10 -0.08
O 0.9929 -6.3086 0.8663 -0.16 -0.90 0.30
O 0.0097 -3.5506 -4.3723 0.27 -0.49 0.41
O -2.5639 1.1318 4.2062 0.04 -0.61 -0.55
O 8.2976 1.2090 -1.6007 0.15 0.22 0.41
O -1.4462 -3.7697 5.0887 -0.03 0.50 0.98
O -0.2667 7.4354 -0.8022 -0.44 -0.23 0.13
O 0.7490 -7.2209 5.2781 0.15 -0.74 0.58
O -10.3621 3.2086 2.9539 0.75 0.38 0.49
O -2.7493 -2.7059 -4.6228 -0.80 -0.47 -0.54
O -3.1272 2.0619 -1.5230 0.02 -0.10 0.35
O 2.8738 7.2646 6.4444 -1.32 0.43 0.04
O 2.1177 -1.3829 -0.3893 0.13 0.01 0.68
O 9.2616 2.6884 3.7127 0.66 -0.64 -1.56
O -5.3423 7.8853 -0.1997 0.12 -0.49 0.33
O 0.4384 2.3811 -1.9940 0.31 -0.13 0.57
O 1.2691 3.3168 3.6420 0.45 0.37 0.08
O 6.9607 -2.9835 -0.1851 -0.31 -1.91 -1.07
O -6.5635 0.5850 1.9085 -0.68 0.09 -0.63
O 3.6012 -4.8464 2.9683 -0.39 0.52 -1.63
O 3.9321 -6.3089 -3.4147 2.10 1.00 -0.58
O 7.8098 -3.8609 -5.5554 -0.22 0.97 -0.07
O 3.2776 5.4193 -1.9222 1.13 -1.23 -0.96
O -4.1746 4.6162 1.9956 -0.28 -0.42 0.50
N -0.1656 2.2806 -5.5827 -0.57 0.18 0.22
N 2.4804 7.9963 0.5553 -0.20 -0.46 -0.25
N 8.1438 -0.5553 2.2300 0.85 0.67 -0.21
N -2.9853 -5.4578 -4.2407 1.10 -0.08 -0.08
N -1.2852 -0.0229 -0.9249 0.33 0.32 0.51
N -4.4692 -1.4467 4.2647 0.46 -0.55 0.18
N 3.3468 -5.9506 5.5879 -0.11 0.23 0.37
N 1.5361 6.9602 3.6154 0.10 -0.81 -0.78
N 0.6802 -5.9189 -2.0535 0.53 0.39 0.19
N -7.5430 3.2469 2.1899 -0.69 -0.38 0.14
C 1.0203 3.2835 -1.0379 -0.24 0.20 -0.95
C -2.2358 0.4861 0.0817 -0.04 -1.56 -0.93
C -4.0796 -4.6785 -4.7807 -0.56 -1.02 -0.33
C -5.6818 -2.1246 3.8833 -0.47 0.01 0.59
C 0.0527 -8.4375 5.6331 0.79 1.41 -0.33
C 2.0832 8.1614 5.6617 -1.23 -0.22 0.72
C 8.8727 3.2699 4.9083 -0.40 0.28 -0.17
C 1.5124 8.8967 -0.0999 0.42 -0.76 1.25
C -3.7863 -0.8200 3.1581 1.11 0.44 0.33
C 3.9994 -4.0637 4.0315 -0.11 0.18 1.08
C -0.4951 -9.5715 -4.3334 -0.71 -0.69 0.87
C -0.7592 1.9606 -7.8861 -1.40 0.12 0.53
C -3.4961 1.2767 5.2378 -0.37 0.06 0.29
C 8.8783 1.3105 3.6473 0.59 0.29 -0.27
C -0.0244 -5.2685 -0.9412 -0.69 -0.71 -0.94
C -1.3911 3.8057 -9.1324 0.35 0.45 0.40
C -11.3498 2.5011 3.6629 0.45 0.70 -0.23
C -5.7601 6.5659 -0.6435 0.20 1.20 -0.22
C 7.6112 -2.5528 0.9696 0.17 -0.85 1.29
C -0.9092 1.4209 -6.4771 0.78 -0.91 -0.33
C 4.1435 7.7382 6.6704 1.66 -0.57 -0.17
C 6.2611 0.1540 -2.0977 -0.10 -1.02 0.31
C -6.2520 0.4817 -4.5032 0.32 -0.08 -0.30
C 2.8538 -0.5075 2.9773 -0.24 -0.14 0.34
C 1.9239 5.6193 3.9937 -1.16 -0.28 0.61
C -6.3458 -1.1697 0.1801 0.18 1.41 0.64
C 4.5969 -6.9544 -4.4874 -0.91 -1.14 0.79
C 0.9479 4.6749 3.3304 0.44 -1.46 0.03
C 0.0928 8.3965 0.1582 0.09 0.74 -0.15
C 3.1818 6.7251 -1.4738 -1.27 -0.40 0.62
C 2.0960 -5.4454 6.1256 0.25 -0.56 -0.31
C -1.2674 -4.3365 3.8135 -0.85 -0.27 0.15
C 1.0525 -0.8796 -1.1383 -0.71 0.56 -1.00
C 1.9147 -2.0963 -4.7012 -0.37 -0.34 0.92
C -7.1445 0.0561 0.6984 0.22 -0.78 0.06
C 2.1450 -5.8139 -1.9859 -1.00 -1.08 0.44
C -6.1606 2.6942 -3.4086 -0.20 0.79 0.58
C 8.1960 0.0679 -3.6864 -0.54 0.30 0.35
C -8.6767 3.3267 1.2961 -0.75 -0.27 -0.54
C 0.9512 -7.2923 1.8753 0.43 0.67 0.95
C 3.4506 -3.9533 1.8298 -0.16 -2.14 -0.40
C 0.5021 2.8044 -3.3495 -1.37 0.18 0.80
C -0.4214 1.9191 -4.1888 0.91 -0.18 -0.11
C -5.1626 6.3219 -2.0301 0.19 0.06 0.15
C 6.9738 -4.4409 -0.3598 0.19 0.87 0.13
C 1.1981 -6.6103 6.4864 0.52 -0.01 -0.51
C -2.6918 -1.3823 -4.1790 0.58 0.27 0.45
C -5.2574 3.9899 2.7114 0.48 1.14 -0.40
C 7.8618 -1.0869 0.9090 1.23 0.73 -0.69
C -9.8412 2.5295 1.8453 -0.54 -0.48 -0.41
C -7.2829 6.5123 -0.6470 -0.65 0.51 0.77
C -2.6775 3.2640 -0.8827 -0.36 -1.27 -0.20
C -2.9240 4.4581 2.6504 -0.38 0.12 -0.17
C -2.4544 -0.1946 3.6723 -1.48 0.44 0.59
C 5.6118 -3.6623 -6.5826 -0.16 -0.05 0.24
C 0.8895 -3.0339 -5.3345 1.28 -0.05 -0.33
C -3.4690 1.0118 -0.6103 0.56 0.85 -0.07
C 2.3200 8.0175 4.1868 -0.69 1.17 -0.64
C 3.6783 5.3361 -3.3119 -0.72 1.16 1.68
C 4.3219 -4.9398 5.2387 0.35 -0.28 0.10
C -2.9523 -6.8420 -4.6985 -0.48 -0.48 -0.05
C 8.7973 0.7814 2.2016 -0.04 -0.38 0.92
C -6.1744 -2.8785 5.1065 -0.64 -0.03 -0.92
C 2.6194 6.6653 -0.0580 0.56 0.34 0.36
C -1.7344 -7.5840 -4.1972 0.63 0.07 0.33
C 0.3277 2.4111 3.0891 1.14 -0.30 0.81
C 6.5365 -3.2148 -5.4739 -0.22 0.36 0.58
C -0.5054 -3.4286 2.8988 -0.39 -0.07 -0.96
C 5.8723 -3.3658 -4.0918 -0.13 0.30 0.40
C 3.2423 -1.7290 -1.1594 0.06 -0.36 -0.30
C -7.5957 -4.6490 5.6750 0.08 -0.20 0.59
C -4.0372 -3.2711 -4.3194 0.89 0.53 0.65
C -1.6776 7.1276 -0.7000 2.07 -0.25 -1.00
C 2.6279 -6.6517 -3.1566 -0.15 0.07 0.43
C -6.4807 4.1502 1.8293 0.31 0.88 0.07
C 7.4078 0.9039 -2.6886 1.17 0.00 0.40
C 4.3288 0.8564 1.4734 -0.07 0.40 0.69
C -0.2438 -6.2368 0.2291 -0.16 1.74 -1.06
C -7.0781 1.5574 -3.8186 0.42 0.17 -0.51
C -0.0758 -0.4207 -0.2144 0.53 -0.38 0.24
C 4.2612 -0.3330 2.4018 -1.25 -0.48 0.32
H -1.9010 6.7854 0.3004 -0.41 -0.04 0.29
H -7.7344 6.7605 0.3412 0.55 -0.46 -0.46
H 0.9314 4.7260 2.2445 0.14 0.52 -0.50
H 0.3346 -6.2301 7.0195 -0.32 -0.06 0.49
H -5.2099 5.2627 -2.3529 -0.17 0.67 0.02
H -2.5518 3.9369 -1.7199 -0.07 0.62 0.26
H -0.3350 3.6920 -9.4046 -0.15 0.30 -0.44
H 2.9073 5.8815 -3.8374 -0.36 -0.22 -0.80
H 1.5442 -4.7922 5.4172 0.12 0.00 0.27
H -6.6508 -1.4462 -0.8213 -0.34 -0.09 -0.15
H -0.0443 7.9709 1.1713 0.22 0.37 -0.19
H -5.4094 4.5158 3.6522 -0.02 0.19 0.31
H 9.0742 1.6971 -1.9181 -0.46 -0.25 -0.04
H -0.6800 -2.8904 -4.3288 -0.73 -0.19 0.39
H -0.5145 3.2293 -5.7540 0.21 -0.27 0.15
H -4.5238 1.0034 4.9321 0.38 0.35 0.03
H 2.8610 -3.0709 2.0156 0.04 0.46 0.50
H 2.7450 -1.4952 3.4612 0.15 0.37 -0.14
H 4.6242 -3.2138 -6.3988 0.19 -0.08 -0.35
H 1.6404 8.9929 -1.1865 0.04 0.21 0.15
H 0.2725 2.1869 -8.1851 -0.05 -0.07 0.36
H -5.2792 5.9190 0.1056 -0.46 -0.01 -0.29
H -0.5853 -9.8986 -3.2899 0.25 -0.06 0.06
H 2.4537 -2.8131 -4.0964 0.50 0.04 0.52
H -0.0575 4.8515 3.6743 -0.55 0.51 0.25
H -12.1425 2.2602 2.9668 -0.60 -0.24 0.10
H -0.5821 -3.5734 5.4678 -0.03 -0.03 -0.01
H 2.9849 -2.5444 -1.8456 -0.10 0.21 -0.33
H -1.6400 -1.0678 -4.2397 -0.26 0.16 -0.04
H -0.5463 9.2802 0.0304 -0.33 -0.06 0.23
H 3.3743 8.4617 0.7013 -0.20 -0.33 -0.24
H 2.1173 -0.5015 2.1555 0.19 0.20 0.36
H -3.4555 -1.5775 2.4318 -0.22 0.00 -0.36
H 1.5763 7.0024 2.5930 0.13 0.40 0.34
H -1.9679 1.3174 -6.1935 -0.07 0.25 -0.27
H 7.8029 3.0741 4.9785 -0.34 0.47 0.61
H -7.9380 3.3626 3.1275 0.63 0.34 -0.17
H 4.2702 -8.0222 -4.4740 0.60 0.37 -0.08
H -8.5281 -5.1164 5.3886 -0.02 -0.29 -0.39
H 3.6248 -0.8515 -1.7331 -0.05 -0.59 0.43
H 5.6774 -6.8681 -4.3080 -0.38 -0.05 -0.20
H -7.8171 -4.1862 6.6397 0.14 0.38 0.14
H 2.8951 -4.4948 1.0611 0.08 -0.19 0.08
H -6.9767 1.4838 2.0457 0.45 -0.57 0.01
H -6.7464 3.5235 -2.9660 0.10 -0.44 -0.07
H 0.3077 0.3389 0.4695 0.28 0.86 -0.22
H 3.2778 6.0454 0.5556 0.36 0.24 0.04
H 2.6369 0.2388 3.7545 -0.08 0.09 -0.40
H 7.0121 -0.6022 0.4305 -0.16 0.14 -0.10
H 8.2436 1.5342 1.6487 -0.17 0.10 -0.48
H -4.8405 -2.6887 -4.7796 0.03 0.12 -0.03
H 0.6770 4.3174 -1.1937 -0.36 -0.18 0.07
H -6.7976 5.2255 1.8569 0.15 -0.68 -0.01
H 3.1990 -3.3434 4.2002 -0.29 0.12 0.66
H -0.8060 -5.3247 3.9268 0.02 0.04 -0.26
H -1.7415 -7.6322 -3.1101 0.15 0.27 0.32
H 1.3726 -0.0111 -1.7667 -0.02 -0.31 0.43
H -4.1193 6.6416 -2.0083 0.09 -0.31 0.11
H -0.3034 -1.1697 0.5421 -0.27 -0.81 -0.36
H -6.3796 -1.3352 3.5986 -0.24 -0.28 -0.22
H 6.9915 -2.7279 1.8585 -0.28 -0.21 0.09
H -5.6275 7.0238 -2.7377 -0.21 -0.52 -0.10
H -2.2100 8.0160 -1.0019 -0.67 0.15 0.13
H -3.9098 0.2330 -1.2255 -0.06 -0.11 -0.02
H 5.5405 -0.1776 -2.8486 0.00 0.28 -0.09
H -0.5771 -7.1999 -0.1424 -0.02 -0.35 -0.12
H 1.6948 9.8500 0.4237 -0.47 -0.08 -0.54
H -2.0354 3.4006 -9.9130 -0.03 -0.08 -0.11
H 2.2239 9.2140 5.9818 0.08 -0.47 0.03
H -1.4874 2.0254 -3.9086 0.37 -0.07 0.15
H -1.0912 -2.5377 2.6499 -0.08 -0.19 -0.12
H -8.3954 0.4305 -2.8371 -0.44 -0.38 -0.49
H 0.6728 -1.6206 -1.8711 0.05 -0.07 0.41
H 3.9904 -2.1930 -0.5024 0.03 0.66 -0.02
H -1.8259 -0.0195 2.8283 0.88 -0.43 -0.44
H 1.9763 -6.4590 -4.0119 -0.12 -0.01 -0.30
H -6.4713 -2.0028 0.8725 0.28 -0.01 -0.13
H 1.8765 8.9020 3.6657 0.92 -0.15 0.53
H 3.7377 0.6240 0.6004 -0.12 -0.04 -0.39
H 8.7464 -0.8960 0.2719 -0.46 0.02 0.09
H -0.9761 -4.9596 -1.3877 -0.10 0.08 0.45
H 4.5327 -4.3048 6.1171 -0.20 -0.13 -0.25
H 3.7310 4.2937 -3.5370 0.08 -0.50 -0.44
H -0.8475 -8.0991 6.1662 -0.13 -0.84 -0.30
H 4.8614 -0.8324 4.1643 0.31 0.15 -0.02
H -8.1757 -0.3076 0.8602 0.11 0.41 0.14
H 6.6687 -0.7649 -1.6593 -0.18 0.05 0.04
H -10.9359 1.6134 4.1149 0.08 -0.57 0.14
H -0.2547 -3.9891 1.9844 0.11 0.43 0.16
H -2.0741 -5.0123 -4.4368 -0.74 -0.11 0.04
H -9.6396 1.4586 2.0605 0.55 0.50 0.26
H -0.0441 -9.0070 4.7206 -0.80 0.04 -0.24
H -1.0353 0.7780 -1.5032 -0.01 -0.07 -0.12
H -2.8750 4.9593 3.6055 -0.22 0.57 0.44
H -3.8262 -2.1219 4.6912 -0.17 0.26 -0.12
H 4.8563 -3.4429 3.7844 0.63 0.08 -0.13
H 9.0658 0.6036 -4.0447 0.39 0.08 0.12
H -4.1583 -4.7219 -5.8828 0.22 0.04 0.07
H -6.8126 -5.4021 5.8684 -0.19 0.05 -0.21
H 2.4768 7.2254 -2.1394 0.08 0.62 -0.04
H -5.5745 8.5461 -0.8540 -0.20 0.01 -0.26
H -0.8251 -7.0540 -4.5305 -0.10 0.09 0.23
H 2.5197 -4.7940 -1.9921 0.11 0.42 -0.46
H 5.3434 1.0734 1.1925 0.56 0.00 -0.30
H 7.2557 -0.4617 2.6774 -0.59 0.13 0.68
H -0.5075 0.3857 -6.4072 0.03 0.52 -0.11
H -1.6066 4.8640 -8.9667 -0.07 -0.10 -0.21
H 0.8118 2.9609 -0.0176 -0.18 -0.22 -0.21
H 0.4447 -8.2256 1.5848 0.53 0.10 -0.26
H -3.3913 3.5272 -0.1119 -0.50 0.72 -0.09
H 6.5200 -4.9841 0.4848 -0.08 0.38 -0.16
H 2.9628 5.3781 3.8037 0.41 -0.21 -0.28
H 1.7716 -7.3601 7.0871 -0.44 0.60 -0.22
H 1.6957 6.0913 -0.0170 -0.38 0.44 -0.27
H 5.7553 0.6980 -1.3006 -0.02 0.15 -0.12
H 1.5452 -3.8300 -5.7292 -0.81 -0.13 -0.14
H 3.2182 -6.6286 4.8476 -0.18 0.25 -0.09
H -0.4255 -10.4452 -4.9591 0.08 -0.35 -0.23
H 6.0164 -3.3650 -7.5578 -0.26 -0.25 0.17
H -1.2029 1.2929 -8.6127 0.07 -0.57 -0.31
H -8.4364 2.9499 0.3059 0.36 -0.44 -0.13
H -5.0261 2.9702 2.9748 0.10 -0.70 -0.27
H -0.4130 2.1499 3.8433 -0.36 0.02 -0.25
H 1.9842 -7.3748 2.2102 -0.01 -0.68 -0.07
H 6.5674 -3.1060 -3.2750 -0.21 0.15 -0.38
H -1.7618 6.3289 -1.4399 -0.62 0.02 0.22
H -5.4697 2.3354 -2.6241 0.09 0.27 -0.58
H 4.6552 7.8815 5.6969 0.28 -0.13 0.57
H 1.4986 2.8359 -3.7942 0.16 -0.15 0.26
H -5.3577 -3.4579 5.5128 0.44 -0.29 0.37
H -5.6163 -2.8761 3.0723 0.30 0.33 -0.02
H 9.0938 4.3533 4.8749 -0.13 -0.61 0.06
H -5.6556 3.1584 -4.2869 -0.05 -0.66 0.62
H 9.5844 0.7215 4.2422 -0.09 -0.14 0.02
H 0.2740 -2.6408 -6.1201 0.03 0.52 -0.78
H 4.6022 5.8804 -3.5089 0.36 -0.27 0.18
H -2.1641 4.8961 2.0086 0.10 -0.18 -0.11
H 5.5226 -4.3768 -3.8683 0.07 -0.18 -0.31
H -1.7269 1.1933 0.7204 -0.12 0.57 0.51
H -2.9462 -6.9740 -5.7884 -0.20 0.28 -0.17
H -6.8148 -0.4137 -4.7674 -0.16 -0.01 0.14
H 9.8017 0.6782 1.7697 -0.26 0.05 0.04
H -1.7477 3.1418 -0.3363 0.55 -0.16 -0.22
H 8.4768 -0.8436 -3.1452 0.08 0.03 -0.51
H 1.7433 5.4933 5.0623 0.31 0.04 0.10
H -10.6278 2.4581 1.1007 -0.27 0.18 -0.57
H -5.0349 -5.1021 -4.4095 0.37 0.07 -0.12
H -11.6599 3.1844 4.4473 -0.40 -0.12 0.03
H 4.2445 8.6646 7.2290 -0.57 0.51 0.11
H 5.4973 -4.7480 -6.5009 -0.05 0.04 -0.33
H -4.1945 1.3559 0.1363 -0.15 0.08 -0.04
H 4.4434 -3.7649 1.4403 0.26 0.58 -0.09
H -5.4585 0.2155 -3.8040 -0.02 -0.24 0.08
H 5.2439 -5.5018 5.0586 0.09 0.29 -0.24
H -2.7357 3.4209 2.8845 0.28 -0.61 -0.28
H 0.4234 -6.9093 2.7524 -0.27 0.04 0.05
H 1.4907 -1.3831 -3.9687 0.11 0.02 -0.74
H -0.1170 0.8542 -4.0668 -0.25 0.54 0.05
H 0.4156 -5.5031 -2.9462 -0.26 0.12 0.40
H 2.0820 3.3535 -1.1875 0.70 -0.19 0.05
H -7.6663 5.5734 -0.9977 -0.08 -0.85 0.08
H 3.4100 7.9679 4.0528 -0.02 -0.07 -0.54
H 7.0635 1.8411 -3.0733 -0.25 0.67 -0.73
H 7.9867 -4.8269 -0.4815 0.33 0.28 0.25
H 6.7399 -2.1533 -5.6249 0.22 0.01 0.07
H 6.4826 -4.7124 -1.2967 -0.37 0.42 0.23
H 8.5404 -3.1189 1.1745 -0.14 0.22 -0.31
H -0.0852 2.8472 2.2055 -0.75 0.16 -0.72
H -7.7842 7.2281 -1.3100 0.68 0.24 -0.22
H 2.4520 -6.2194 -1.0163 0.15 -0.15 -0.28
H -3.3080 -0.7075 -4.7907 0.00 -0.08 0.22
H 0.4052 -8.9979 -4.4206 0.55 0.70 -0.24
H -7.8309 2.0208 -4.4579 -0.30 -0.40 -0.26
H -5.7401 0.8094 -5.4133 -0.22 0.25 0.03
H 0.7015 -9.0377 6.2573 0.03 -0.17 0.56
H 3.9246 1.7809 1.9161 0.03 -0.36 0.12
H 0.0598 3.8049 -3.3494 0.28 0.40 -0.36
H -2.9648 -1.3664 -3.1146 -0.09 0.46 -0.14
H 2.5962 -7.7138 -2.9161 -0.40 -0.29 0.06
H 4.6485 6.9865 7.3000 0.06 0.15 -0.56
H -5.3039 -0.8326 0.0962 -0.08 -0.51 0.25
H 7.8991 1.2534 4.0981 -0.58 -0.39 0.19
H -6.5852 -2.2195 5.8495 0.15 0.55 0.63
H 0.3874 -3.0436 3.3552 0.75 -0.10 0.28
H 4.1368 7.2177 -1.4218 0.65 0.45 -0.31
H 0.8884 1.5145 2.8000 -0.22 0.04 0.06
H 7.6010 -0.1184 -4.5661 -0.29 -0.50 -0.30
H -3.4051 2.3297 5.5232 -0.34 -0.19 0.21
H -3.2554 0.6216 6.0851 0.06 0.12 0.07
H 4.9534 -2.7348 -3.9971 0.78 -0.25 -0.17
H 9.3737 2.7889 5.7386 0.21 0.03 0.56
H -1.0221 -5.8243 0.8905 0.05 -0.12 0.14
H 1.0214 7.8626 5.8496 0.75 0.39 0.00
H -4.1340 -3.2373 -3.2220 -0.20 0.02 -0.16
H 2.6600 -1.6693 -5.3658 -0.27 0.30 -0.28
H -7.1538 0.8329 -0.0629 -0.08 0.05 -0.19
H -2.0433 -0.8821 4.4514 0.10 0.38 -0.61
H -9.0410 4.3411 1.0581 0.14 0.10 0.58
H -6.1601 3.9652 0.7906 -0.25 -0.22 0.26
H -4.4496 -0.0895 2.6562 0.38 -0.27 0.22
H -2.3139 -4.4509 3.4745 0.54 -0.27 -0.24
H 7.6719 -4.7671 -5.3216 -0.04 -0.94 0.21
H -3.8529 -7.3390 -4.3151 0.07 -0.01 -0.14
H 2.3531 -4.9041 7.0417 -0.24 0.19 -0.10
H 0.5010 -4.3817 -0.5848 0.06 0.24 0.17
H -2.5280 -0.3905 0.6778 -0.03 0.32 0.13
H 4.3541 -1.2590 1.8246 0.84 0.06 -0.21
H 4.3077 -6.5815 -5.4689 0.04 0.40 -0.09
```
Forces are in eV/Å.

* Kohn-Sham gap: 8.81 eV
* HOMO level: -8.383 eV
* multiplicity: 1